A 7-piece molecular cluster, C40H64IN3O22P overall in a non-equilibrium geometry. Source: OMol25; level of theory: ωB97M-V with the def2-TZVPD basis set.

Positions of all 131 atoms, in Å:
C 7.628 8.279 -0.195
C 7.831 7.398 -1.546
C 6.770 7.809 -2.677
C 5.282 7.466 -2.198
N 4.972 6.065 -2.637
C 3.929 5.452 -1.825
C 4.227 5.089 -0.355
N 3.320 4.451 0.545
O 3.563 4.141 1.824
C 4.687 3.217 1.974
C 4.276 1.818 2.690
C 4.201 0.690 1.545
C 5.448 1.389 3.720
C 6.928 1.493 3.070
C 5.234 -0.087 4.334
C 1.972 4.146 0.061
P 0.677 3.340 1.238
O 0.158 1.836 0.593
I -1.359 4.781 1.214
C 1.487 4.467 -1.382
N 0.157 4.210 -1.914
C 2.504 5.141 -2.372
C 2.136 5.523 -3.873
O 1.273 6.423 -4.050
O 2.735 4.965 -5.031
H 6.983 7.644 0.515
H 6.998 9.192 -0.497
H 8.633 8.555 0.259
H 8.913 7.446 -1.900
H 7.620 6.287 -1.305
H 6.980 7.172 -3.615
H 6.850 8.908 -2.967
H 4.474 8.144 -2.652
H 5.150 7.539 -1.055
H 4.777 5.995 -3.644
H 5.270 5.349 0.053
H 5.209 2.932 1.004
H 5.440 3.738 2.674
H 3.312 1.910 3.289
H 3.200 0.136 1.647
H 4.209 1.111 0.472
H 5.076 -0.052 1.601
H 5.454 2.106 4.622
H 7.354 2.562 3.140
H 7.655 0.849 3.693
H 6.981 1.097 2.003
H 5.741 -0.162 5.361
H 4.100 -0.241 4.483
H 5.612 -0.923 3.654
H 0.974 1.412 0.237
H -0.337 3.485 -1.372
H -0.401 5.083 -1.908
H 2.578 5.609 -5.768
C -4.465 -0.683 0.839
C -3.860 -0.333 2.181
C -2.803 0.726 2.101
O -1.954 0.405 3.199
C -2.092 -0.932 3.422
O -1.378 -1.576 4.138
O -3.144 -1.443 2.723
H -3.792 -1.312 0.250
H -5.383 -1.256 0.979
H -4.711 0.213 0.266
H -4.647 -0.056 2.891
H -3.217 1.729 2.218
H -2.214 0.689 1.180
C -6.502 -1.097 -4.018
C -5.519 0.046 -3.867
C -4.091 -0.351 -4.098
O -3.374 0.566 -3.273
C -4.217 0.928 -2.270
O -3.881 1.529 -1.284
O -5.489 0.520 -2.520
H -6.481 -1.757 -3.147
H -7.521 -0.707 -4.090
H -6.300 -1.683 -4.916
H -5.809 0.881 -4.516
H -3.797 -0.238 -5.143
H -3.859 -1.370 -3.771
C 4.289 1.850 -4.232
C 5.197 1.633 -3.051
C 6.359 2.570 -3.024
O 7.356 1.817 -2.345
C 7.069 0.503 -2.564
O 7.806 -0.403 -2.308
O 5.829 0.357 -3.113
H 4.716 1.441 -5.151
H 3.339 1.333 -4.073
H 4.077 2.913 -4.375
H 4.623 1.684 -2.118
H 6.126 3.484 -2.474
H 6.735 2.835 -4.017
C -0.804 -4.895 -1.092
C -1.386 -4.402 -2.402
C -1.149 -2.941 -2.653
O -2.271 -2.574 -3.449
C -3.277 -3.445 -3.130
O -4.426 -3.311 -3.460
O -2.809 -4.485 -2.389
H -1.420 -4.586 -0.244
H -0.781 -5.987 -1.080
H 0.216 -4.533 -0.946
H -1.016 -5.012 -3.233
H -0.220 -2.763 -3.197
H -1.151 -2.333 -1.743
C -7.716 -5.768 2.779
C -6.875 -5.291 1.614
C -6.051 -4.076 1.925
O -5.943 -3.440 0.655
C -7.036 -3.817 -0.067
O -7.368 -3.313 -1.102
O -7.700 -4.836 0.541
H -8.595 -5.132 2.919
H -8.088 -6.777 2.584
H -7.141 -5.793 3.705
H -6.251 -6.107 1.240
H -5.064 -4.337 2.309
H -6.534 -3.385 2.623
C -7.456 -11.063 5.171
C -6.381 -9.998 5.088
C -6.665 -8.788 5.928
O -6.007 -7.750 5.212
C -5.962 -8.139 3.909
O -5.657 -7.422 2.998
O -6.309 -9.448 3.773
H -8.335 -10.785 4.585
H -7.086 -12.003 4.755
H -7.757 -11.246 6.205
H -5.403 -10.429 5.330
H -6.254 -8.880 6.935
H -7.730 -8.544 6.000

Properties
**Net charge**: +1
**Orbital gap**: 6.73 eV
**Max |F|**: 6.39 eV/Å
**Molar mass**: 1096.8 Da

An isolated ion of composition C6H12O and charge -1 in a non-equilibrium geometry. Source: OMol25; level of theory: ωB97M-V with the def2-TZVPD basis set.

Positions of all 19 atoms, in Å:
C -1.257 1.661 -0.477
O -2.653 1.495 -0.293
C -0.608 0.503 -1.265
C -0.691 -0.823 -0.465
C 0.177 -0.888 0.796
C 2.742 -1.055 1.299
C 1.627 -0.504 0.643
H -0.696 1.739 0.464
H -1.024 2.598 -0.945
H -2.804 0.563 -0.470
H 0.457 0.685 -1.406
H -1.193 0.498 -2.189
H -0.335 -1.621 -1.124
H -1.748 -0.912 -0.195
H 0.085 -1.885 1.231
H -0.242 -0.158 1.524
H 3.012 -2.095 1.161
H 3.464 -0.277 1.544
H 1.686 0.478 0.166

Properties
**Net charge**: -1
**Energy above the lowest of the compared OMol25 structures with the same formula, charge and spin**: 42.1 kcal per mole
**Orbital gap (spin up / spin down)**: 3.21 / 6.28 eV
**Max |F|**: 1.87 eV/Å
**⟨S²⟩**: 0.753
**Molar mass**: 100.2 Da
**2S+1**: 2

A 6-piece molecular cluster, C31H50F5N7O6PS overall in a non-equilibrium geometry. Source: OMol25; level of theory: ωB97M-V with the def2-TZVPD basis set.

Positions of all 101 atoms, in Å:
C -1.641 -4.381 1.874
C -0.547 -3.857 1.010
O 0.564 -4.285 1.011
N -0.906 -2.736 0.160
C -1.569 -3.154 -1.081
C 0.160 -1.838 -0.021
N 1.077 -2.154 -0.956
C 2.119 -1.370 -1.265
C 2.294 -0.175 -0.617
C 1.381 0.180 0.376
P 1.708 1.782 1.214
S 2.564 1.372 2.911
C 0.294 -0.646 0.693
C -0.799 -0.342 1.709
F -0.524 0.710 2.489
F -0.865 -1.420 2.547
C -2.156 -0.139 1.047
C -2.246 0.828 0.051
C -3.466 1.081 -0.560
C -4.574 0.337 -0.173
C -4.476 -0.634 0.813
C -5.694 -1.410 1.228
F -5.547 -2.721 0.970
F -5.911 -1.285 2.540
F -6.794 -1.004 0.596
C -3.259 -0.882 1.430
H -2.608 -4.175 1.420
H -1.495 -5.427 2.105
H -1.609 -3.775 2.778
H -1.767 -2.286 -1.704
H -2.514 -3.639 -0.862
H -0.970 -3.847 -1.681
H 0.990 -3.019 -1.471
H 2.806 -1.698 -2.028
H 3.121 0.464 -0.878
H 2.556 2.474 0.339
H 0.525 2.501 1.407
H -1.359 1.378 -0.236
H -3.557 1.844 -1.315
H -5.534 0.535 -0.624
H -3.158 -1.627 2.202
C 2.818 -7.726 3.832
O 1.621 -7.922 3.929
N 3.425 -7.252 2.728
C 4.856 -7.032 2.663
C 2.600 -6.957 1.568
H 3.518 -7.925 4.661
H 5.064 -5.980 2.457
H 5.294 -7.641 1.870
H 5.320 -7.302 3.609
H 1.853 -6.210 1.830
H 2.084 -7.862 1.245
H 3.222 -6.583 0.758
C 1.312 4.988 0.554
O 1.572 4.610 1.695
N 0.593 6.066 0.257
C 0.324 6.461 -1.121
C 0.066 6.871 1.350
H 1.666 4.452 -0.345
H 0.729 7.458 -1.296
H -0.752 6.477 -1.294
H 0.780 5.770 -1.816
H 0.883 7.241 1.968
H -0.587 6.265 1.978
H -0.493 7.709 0.944
C 2.346 -7.728 9.477
O 2.630 -7.418 10.616
N 1.827 -6.886 8.561
C 1.507 -7.310 7.211
C 1.581 -5.508 8.949
H 2.496 -8.750 9.089
H 2.081 -6.721 6.493
H 0.443 -7.164 7.018
H 1.746 -8.362 7.074
H 2.513 -5.037 9.265
H 0.884 -5.474 9.787
H 1.165 -4.961 8.107
C 0.587 6.310 -5.026
O 0.495 5.778 -3.927
N 1.738 6.784 -5.536
C 1.793 7.411 -6.843
C 2.958 6.667 -4.756
H -0.280 6.444 -5.687
H 2.473 6.859 -7.495
H 2.149 8.439 -6.750
H 0.803 7.422 -7.292
H 3.167 5.618 -4.545
H 2.846 7.190 -3.806
H 3.790 7.098 -5.308
C -2.629 5.181 -5.966
O -2.250 6.254 -5.533
N -3.122 4.985 -7.201
C -3.558 3.681 -7.661
C -3.220 6.123 -8.102
H -2.596 4.260 -5.358
H -2.978 3.378 -8.535
H -4.615 3.714 -7.933
H -3.421 2.942 -6.874
H -2.234 6.557 -8.264
H -3.861 6.889 -7.664
H -3.636 5.802 -9.053

Properties
**Net charge**: +1
**Energy above the lowest of the compared OMol25 structures with the same formula, charge and spin**: 3.6 kcal per mole
**Orbital gap**: 5.72 eV
**Max |F|**: 2.46 eV/Å
**Molar mass**: 774.8 Da

A 7-piece molecular cluster, C9H31NO7 overall in a non-equilibrium geometry. Source: OMol25; level of theory: ωB97M-V with the def2-TZVPD basis set.

Positions of all 48 atoms, in Å:
C 0.076 1.548 2.117
C -0.147 0.043 1.989
C 0.073 -0.533 3.359
C -1.536 -0.234 1.462
C -1.727 -1.713 1.198
C -0.760 -2.200 0.128
C 0.690 -1.853 0.359
C 1.287 -2.887 1.378
C 1.597 -1.850 -0.892
N 0.747 -0.406 0.820
O 2.160 -0.141 1.135
H -0.234 2.178 1.273
H 1.097 1.804 2.382
H -0.608 1.843 2.911
H -0.667 -0.179 4.059
H 1.004 -0.086 3.689
H 0.028 -1.636 3.343
H -2.258 0.079 2.209
H -1.733 0.299 0.545
H -2.710 -1.949 0.724
H -1.705 -2.386 2.044
H -1.026 -1.654 -0.793
H -0.832 -3.248 -0.116
H 1.401 -3.866 0.941
H 2.260 -2.564 1.705
H 0.622 -3.029 2.227
H 1.347 -1.051 -1.586
H 2.623 -1.777 -0.502
H 1.427 -2.804 -1.477
H 2.225 -0.493 2.048
O 1.673 2.351 -0.991
H 1.533 2.243 -1.924
H 1.636 1.466 -0.607
O -2.535 2.383 -0.688
H -2.543 3.290 -0.338
H -3.290 2.294 -1.282
O 1.329 1.182 -4.036
H 1.313 1.871 -4.734
H 0.533 0.656 -4.089
O -0.005 4.433 -0.585
H 0.755 3.878 -0.928
H 0.244 5.310 -0.870
O -0.520 -0.872 -4.463
H -1.173 -0.890 -5.180
H -1.051 -0.960 -3.664
O -0.784 0.520 -1.808
H -0.702 0.173 -0.889
H -1.134 1.415 -1.601

Properties
**SMILES string**: CC1(C)CCCC(C)(C)N1O.O.O.O.O.O.O
**Energy above the lowest of the compared OMol25 structures with the same formula, charge and spin**: 12.0 kcal per mole
**Orbital gap**: 9.59 eV
**Max |F|**: 2.48 eV/Å
**Molar mass**: 265.3 Da

A 3-piece molecular cluster, C19H35N3O6P2S overall in a non-equilibrium geometry. Source: OMol25; level of theory: ωB97M-V with the def2-TZVPD basis set.

Positions of all 66 atoms, in Å:
C 7.918 0.874 2.240
C 6.496 0.239 1.859
C 6.598 -1.301 1.319
C 5.463 -1.457 0.207
C 4.010 -0.927 0.406
C 2.895 -1.038 -0.704
P 1.219 -0.300 -0.260
S -0.253 -0.794 -1.422
C 3.248 -1.707 -2.067
O 2.306 -1.802 -3.123
C 4.685 -2.233 -2.255
C 5.781 -2.120 -1.148
C 7.105 -2.766 -1.756
O 8.078 -3.342 -1.241
N 6.862 -2.557 -3.227
P 7.217 -0.818 -3.425
O 7.339 -0.398 -4.912
C 5.430 -2.937 -3.475
O 5.023 -3.665 -4.395
H 8.200 0.574 3.301
H 7.798 2.023 2.202
H 8.673 0.578 1.440
H 6.084 0.833 0.955
H 5.707 0.286 2.680
H 6.345 -2.042 2.156
H 7.610 -1.541 0.856
H 3.809 -0.420 1.421
H 0.984 -0.652 1.130
H 1.353 1.145 -0.252
H 2.638 -1.151 -3.796
H 8.438 -0.470 -2.726
H 6.178 0.011 -2.851
C -2.416 0.971 1.303
O -1.727 2.060 0.710
C -2.528 2.870 -0.145
C -3.355 3.943 0.592
C -4.596 3.386 1.282
N -2.544 4.666 1.581
H -3.171 0.546 0.636
H -2.871 1.283 2.246
H -1.684 0.194 1.533
H -1.822 3.385 -0.805
H -3.159 2.248 -0.792
H -3.700 4.664 -0.158
H -4.358 2.832 2.192
H -5.266 4.200 1.573
H -5.152 2.723 0.612
H -1.763 5.109 1.100
H -2.095 3.966 2.173
C -5.923 -0.746 -1.404
O -5.473 -0.895 -0.068
C -6.342 -0.336 0.912
C -7.508 -1.258 1.324
C -8.638 -1.303 0.300
N -7.048 -2.628 1.587
H -6.449 0.200 -1.560
H -6.561 -1.588 -1.683
H -5.048 -0.766 -2.058
H -5.718 -0.169 1.796
H -6.701 0.651 0.597
H -7.931 -0.856 2.252
H -8.382 -1.892 -0.583
H -9.529 -1.761 0.739
H -8.911 -0.296 -0.027
H -6.356 -2.601 2.333
H -6.511 -2.927 0.772

Properties
**SMILES string**: CCCc1cc([PH2]=S)c(O)c2c1C(=O)N([PH2]=O)C2=O.COC[C@@H](C)N.COC[C@@H](C)N
**Orbital gap**: 7.03 eV
**Max |F|**: 5.58 eV/Å
**Molar mass**: 495.5 Da

A 11-piece molecular cluster, ClH20O14 overall in a non-equilibrium geometry. Source: OMol25; level of theory: ωB97M-V with the def2-TZVPD basis set.

Positions of all 35 atoms, in Å:
Cl 0.695 -0.867 0.433
O 0.693 -0.177 -0.805
O 2.044 -1.263 0.762
O 0.062 0.036 1.352
O -0.227 -1.995 0.233
O -6.399 -4.013 -1.713
H -5.487 -3.727 -1.656
H -6.909 -3.226 -1.521
O 2.332 2.569 -5.554
H 2.978 2.624 -4.849
H 1.992 1.676 -5.498
O -4.442 0.419 -1.394
H -4.698 0.461 -2.315
H -3.485 0.464 -1.408
O -0.627 5.169 -3.771
H -0.026 4.794 -4.414
H -1.082 4.414 -3.399
O 0.543 -5.220 -3.683
H 0.158 -6.088 -3.563
H 0.141 -4.683 -3.000
O 5.277 2.482 1.449
H 4.879 1.785 0.928
H 5.049 2.265 2.353
O -5.008 1.804 3.115
H -5.021 2.710 2.808
H -4.339 1.378 2.579
O 0.297 -4.474 4.650
H -0.478 -4.996 4.440
H 0.518 -4.033 3.829
O 6.704 -2.446 4.095
H 6.338 -1.798 4.698
H 6.236 -2.299 3.273
O 0.232 5.576 2.812
H 0.763 6.029 2.157
H 0.297 4.651 2.576

Properties
**Net charge**: -1
**Energy above the lowest of the compared OMol25 structures with the same formula, charge and spin**: 53.0 kcal per mole
**Orbital gap**: 8.42 eV
**Max |F|**: 2.97 eV/Å
**Molar mass**: 279.6 Da

One molecule with the formula C16H21ClN2O2. Source: OMol25; level of theory: ωB97M-V with the def2-TZVPD basis set.

Positions of all 42 atoms, in Å:
C 1.766 5.395 -1.045
C 1.293 4.509 -2.193
C 0.608 3.234 -1.706
N 1.540 2.362 -1.023
C 1.478 1.015 -1.229
O 0.754 0.504 -2.067
N 2.349 0.250 -0.491
C 3.233 0.724 0.545
C 2.554 0.646 1.928
C 1.445 -0.414 1.881
C 0.158 0.196 1.331
O 0.009 1.392 1.218
C -0.918 -0.757 0.961
C -1.259 -1.843 1.764
C -2.285 -2.691 1.397
C -2.966 -2.464 0.209
Cl -4.236 -3.536 -0.257
C -2.641 -1.388 -0.602
C -1.630 -0.530 -0.216
C 1.913 -1.611 1.043
C 2.117 -1.176 -0.419
H 0.939 5.626 -0.376
H 2.169 6.329 -1.428
H 2.548 4.902 -0.471
H 2.142 4.238 -2.822
H 0.581 5.064 -2.807
H 0.217 2.668 -2.554
H -0.228 3.488 -1.041
H 1.817 2.680 -0.110
H 4.111 0.068 0.529
H 3.579 1.733 0.320
H 2.104 1.604 2.194
H 3.292 0.393 2.690
H 1.217 -0.748 2.899
H -0.745 -2.014 2.699
H -2.558 -3.526 2.023
H -3.177 -1.222 -1.523
H -1.354 0.301 -0.846
H 1.193 -2.427 1.087
H 2.854 -1.971 1.467
H 2.966 -1.712 -0.860
H 1.231 -1.385 -1.022

Properties
**SMILES string**: CCCNC(=O)N1CCC(C(=O)c2ccc(Cl)cc2)CC1
**Energy above the lowest of the compared OMol25 structures with the same formula, charge and spin**: 19.4 kcal per mole
**Orbital gap**: 9.36 eV
**Max |F|**: 0.56 eV/Å
**Molar mass**: 308.8 Da